Record 1
A 8-piece molecular cluster, C16H29Cl16N3O3 overall in a non-equilibrium geometry, computed with ωB97M-V/def2-TZVPD.

Geometry as XYZ:
```
67
Properties=species:S:1:pos:R:3:mulliken_charge:R:1
Cl -4.34891 8.03901 1.52988 -0.202
C -4.01930 7.14825 3.04398 -0.430
C -2.68318 6.40634 2.97674 -0.011
Cl -2.49536 5.16424 4.18765 -0.166
H -4.84786 6.46740 3.23895 0.326
H -4.02295 7.93873 3.79447 0.291
H -1.83255 7.08774 2.99209 0.147
H -2.57671 5.92685 2.00368 0.078
Cl 5.30323 -0.27275 0.30295 -0.171
C 4.46379 -1.19248 1.54859 -0.481
C 3.58469 -0.24047 2.41892 -0.379
Cl 2.19862 0.35350 1.49649 -0.041
H 5.20455 -1.72134 2.14832 0.364
H 3.76355 -1.84207 1.02342 0.309
H 4.18664 0.62823 2.68562 0.315
H 3.11535 -0.82841 3.20767 0.125
C 4.05539 3.44430 -1.07057 0.255
O 3.33708 2.61925 -1.64785 -0.555
N 3.78489 4.74715 -0.87044 0.148
C 4.81447 5.65154 -0.29635 -0.728
C 2.49755 5.33716 -1.05360 -0.774
H 5.04815 3.15238 -0.69453 0.189
H 4.33284 5.99366 0.61967 0.078
H 5.08042 6.50522 -0.91973 0.338
H 5.72725 5.11806 -0.03117 0.312
H 1.74310 4.55812 -1.16317 0.134
H 2.22162 5.93423 -0.18442 0.271
H 2.44468 5.93759 -1.96177 0.358
C 6.81181 9.03739 3.75359 0.323
O 7.52484 9.06072 4.72921 -0.106
N 5.77893 8.20151 3.52476 0.099
C 5.03589 8.37084 2.25861 -0.944
C 5.34722 7.18003 4.47600 -0.731
H 6.97790 9.72503 2.90992 0.399
H 5.19419 9.41672 1.99558 0.402
H 3.97586 8.19732 2.44388 0.297
H 5.39893 7.74283 1.44503 0.389
H 5.99970 7.04403 5.33848 0.320
H 4.37853 7.50978 4.85151 0.286
H 5.29082 6.20363 3.99479 0.298
C 1.28305 5.35740 3.46903 0.077
O 2.14831 6.17269 3.09782 -0.636
N 1.25625 4.13247 3.02374 0.402
C 0.24464 3.15402 3.51593 -0.879
C 2.11897 3.54845 2.00483 0.174
H 0.53961 5.62331 4.23636 0.358
H -0.54462 2.83816 2.83373 -0.020
H -0.11813 3.55627 4.46181 0.526
H 0.82329 2.25807 3.74074 0.223
H 2.37168 4.43869 1.42889 -0.361
H 2.98317 3.15140 2.53738 0.256
H 1.68313 2.83695 1.30347 -0.165
C 0.35875 9.27336 6.30912 0.305
Cl -0.65214 8.61289 7.56106 -0.082
Cl -0.05163 11.01043 6.09580 -0.100
Cl 2.04589 9.15253 6.81742 -0.121
Cl 0.16545 8.47632 4.72023 -0.036
C 1.67709 1.18300 6.63765 0.306
Cl 2.17035 -0.42046 5.83872 -0.127
Cl 2.48466 2.50773 5.76048 -0.051
Cl -0.08932 1.20032 6.52957 -0.086
Cl 2.07024 1.16307 8.27419 -0.067
C -1.39377 1.87385 -0.57297 0.258
Cl -1.79865 3.59435 -0.07630 -0.104
Cl 0.25800 1.78764 -1.31194 -0.035
Cl -1.42020 0.89451 0.82492 -0.060
Cl -2.60210 1.33072 -1.73222 -0.085
```

Properties
orbital gap (spin up / spin down)	7.5 / 2.4	eV
<S²>	0.76
multiplicity	2
charge	+1

=====

Record 2
C30H30AsCl2CoNS4Sb as an isolated structure in a non-equilibrium geometry, computed with ωB97M-V/def2-TZVPD.

Geometry as XYZ:
```
70
Properties=species:S:1:pos:R:3:mulliken_charge:R:1
Co -0.54910 -0.28070 2.85436 0.500
S -4.86840 -0.42820 1.20416 -0.395
Sb -3.77510 -0.72870 3.21326 0.466
S -1.80620 -2.10250 2.58556 -0.410
S -2.26980 1.19630 3.41036 -0.587
Cl -0.26450 -0.43350 5.45056 -0.239
C 1.40730 -0.25660 5.82246 0.676
C 1.78740 -0.00920 7.12606 -0.766
C 3.13100 0.12710 7.43646 -0.335
C 4.07890 0.01630 6.43146 -0.691
C 3.68400 -0.22650 5.13156 0.213
Cl 4.89450 -0.37540 3.91386 -0.229
C 2.33350 -0.37020 4.77426 -0.020
S 1.86770 -0.68940 3.14886 -0.475
H 1.03150 0.06440 7.89056 0.412
H 3.43940 0.30090 8.45686 0.340
H 5.13190 0.10390 6.64516 0.398
C -5.10620 2.07160 -4.23524 -1.613
C -4.15870 1.38790 -3.29144 0.724
C -3.77010 0.06920 -3.47114 -0.937
C -2.89340 -0.55060 -2.59594 0.603
C -2.57750 -2.00450 -2.79754 -1.891
C -2.34330 0.16790 -1.51744 0.236
As -1.14670 -0.90010 -0.32994 1.942
N -0.33700 0.20160 0.90686 0.815
C 0.41720 1.29050 0.64696 1.016
C 0.70750 1.73690 -0.65534 0.237
C 1.49490 2.84190 -0.87784 -0.795
C 2.03340 3.55490 0.18416 -0.718
C 1.72990 3.16020 1.48106 -0.876
C 0.93150 2.06780 1.70936 -0.760
C 0.48540 -1.43260 -1.43014 0.683
C 0.91980 -1.01450 -2.69154 1.747
C 0.19200 -0.06050 -3.60144 -2.168
C 2.11330 -1.51580 -3.21484 -1.083
C 2.89760 -2.42450 -2.53254 0.770
C 4.18240 -2.95430 -3.09764 -1.635
C 2.44480 -2.85890 -1.29644 -1.089
C 1.25740 -2.39790 -0.75464 0.065
C 0.81980 -2.98160 0.55126 -1.405
C -2.83020 1.45230 -1.25934 0.380
C -2.51670 2.23480 -0.02424 -1.266
C -3.69540 2.04980 -2.16834 -0.851
H -5.35480 1.42610 -5.07664 0.354
H -4.66550 2.99460 -4.61544 0.336
H -6.02650 2.33100 -3.71034 0.333
H -4.17560 -0.49500 -4.30444 0.261
H -3.07470 -2.38820 -3.68854 0.436
H -2.92790 -2.56380 -1.92474 0.368
H -1.50370 -2.17640 -2.89274 0.286
H 0.28460 1.19800 -1.48554 0.015
H 1.69910 3.15850 -1.89384 0.395
H 2.66630 4.41400 0.00906 0.360
H 2.12070 3.71380 2.32436 0.410
H 0.67260 1.79670 2.73046 0.358
H -0.72110 0.33330 -3.16634 -0.129
H -0.07160 -0.57480 -4.52744 0.539
H 0.84720 0.77040 -3.86594 0.523
H 2.42670 -1.17190 -4.19154 0.310
H 4.37180 -2.54670 -4.08824 0.358
H 4.14370 -4.04180 -3.16774 0.349
H 5.01730 -2.69470 -2.44644 0.333
H 3.03040 -3.58200 -0.74334 0.342
H 1.54810 -3.70220 0.91686 0.389
H -0.15220 -3.47240 0.44886 0.358
H 0.71730 -2.19730 1.30406 -0.007
H -2.17020 1.58840 0.77526 -0.600
H -3.41830 2.73340 0.33016 0.567
H -1.75390 2.99170 -0.21224 0.300
H -4.03560 3.05790 -1.96984 0.464
```

Properties
orbital gap (spin up / spin down)	7.0 / 4.1	eV
<S²>	8.79
multiplicity	6
ΔE to the lowest compared entry with this formula, charge and spin	46.3	kJ/mol
charge	-1

=====

Record 3
C6H10N3O2PbTe4 as an isolated structure in a non-equilibrium geometry, computed with ωB97M-V/def2-TZVPD.

Geometry as XYZ:
```
26
Properties=species:S:1:pos:R:3:mulliken_charge:R:1
Pb 0.67744 -2.47231 0.75798 0.919
Te -2.96768 -1.45312 2.49658 0.272
Te -0.96967 -1.35868 4.26633 -0.077
Te 0.24862 -3.68790 3.44210 0.001
Te 2.77071 -3.14502 2.60944 -0.246
C -0.31314 0.49949 -3.21440 -1.458
C -0.28094 -0.21172 -1.89249 0.320
N 0.57443 -1.09847 -1.55550 0.020
O 1.56039 -1.53091 -2.36403 -0.379
C -1.30244 0.11423 -0.88442 0.462
C -2.29520 1.20798 -1.10561 -1.230
N -1.31731 -0.57127 0.20344 0.288
O -2.25551 -0.15143 1.10481 -0.552
H 0.47640 0.16716 -3.88802 0.375
H -0.19421 1.57183 -3.06734 0.340
H -1.26352 0.31817 -3.71117 0.361
H 1.56907 -1.09115 -3.23594 0.341
H -2.19601 1.71749 -2.05526 0.356
H -2.21218 1.93126 -0.29362 0.312
H -3.29897 0.78564 -1.03739 0.339
C 2.38872 1.80998 2.37708 -0.952
C 1.71861 0.63988 1.94364 0.388
N 1.17894 -0.32177 1.62210 -0.099
H 2.06872 2.66991 1.78966 0.300
H 3.46452 1.67436 2.26060 0.306
H 2.17024 1.98640 3.43143 0.293
```

Properties
orbital gap	7.0	eV
ΔE to the lowest compared entry with this formula, charge and spin	0.0	kJ/mol
charge	+1

=====

Record 4
A 2-piece molecular cluster, C2H4ClFO2S overall in a non-equilibrium geometry, computed with ωB97M-V/def2-TZVPD.

Geometry as XYZ:
```
11
Properties=species:S:1:pos:R:3:mulliken_charge:R:1
C -1.30674 0.64740 0.01425 -0.591
C -0.85187 -0.61063 -0.67088 -0.075
O 1.29573 -0.08282 1.83914 -0.465
O 2.59637 -1.32866 0.04044 -0.442
F -1.06104 -1.90831 -0.33559 -0.203
S 1.62866 -0.36712 0.45649 0.732
Cl 2.20624 1.54452 -0.46501 -0.282
H -0.93708 0.49194 1.09840 0.282
H -0.69346 1.45359 -0.51110 0.238
H -2.43964 0.72827 0.13717 0.329
H -0.43716 -0.56818 -1.60329 0.477
```

Properties
orbital gap (spin up / spin down)	7.0 / 7.4	eV
ΔE to the lowest compared entry with this formula, charge and spin	196.2	kJ/mol

=====

Record 5
An isolated ion of composition C3H8NS and charge -1 in a non-equilibrium geometry, computed with ωB97M-V/def2-TZVPD.

Geometry as XYZ:
```
13
Properties=species:S:1:pos:R:3:mulliken_charge:R:1
N -1.69452 -1.09630 0.47093 -0.638
C -0.25471 -0.87273 0.43275 -0.494
C 0.09356 0.72527 0.16713 -0.448
C 1.35963 0.74972 -0.65409 -0.815
S 0.94613 1.12343 -2.37202 -0.712
H -2.17739 -0.95447 1.35601 0.179
H -2.12036 -0.66014 -0.28239 0.251
H 0.29794 -1.29334 1.28068 0.393
H 0.12036 -1.43739 -0.47303 0.234
H -0.94846 1.22009 -0.24027 0.277
H 0.33186 0.98886 1.10149 0.257
H 1.98479 -0.09753 -0.61478 0.306
H 2.06117 1.60451 -0.17239 0.210
```

Properties
orbital gap	6.4	eV
ΔE to the lowest compared entry with this formula, charge and spin	163.3	kJ/mol
SMILES	NCCC[S-]
charge	-1

=====

Record 6
A 14-piece molecular cluster, C17H62N16O14 overall in a non-equilibrium geometry, computed with ωB97M-V/def2-TZVPD.

Geometry as XYZ:
```
109
Properties=species:S:1:pos:R:3:mulliken_charge:R:1
C 7.13200 -8.21800 3.62200 -1.447
C 7.98800 -9.44000 3.52400 0.710
O 7.57700 -10.46800 4.39900 -0.866
H 7.40100 -7.35500 2.96200 0.339
H 7.01400 -7.86600 4.60500 0.499
H 6.09300 -8.42500 3.33200 0.175
H 9.03800 -9.22500 3.62400 0.486
H 7.89700 -9.69400 2.50000 -0.549
H 7.90100 -11.29700 4.12200 0.201
C 7.86100 -10.02000 -3.93500 -0.685
C 7.69800 -11.44600 -4.52900 -0.131
O 6.62300 -12.01400 -3.72300 -0.794
H 7.00500 -9.36200 -4.14400 0.227
H 8.80000 -9.58300 -4.31700 0.464
H 8.08600 -10.04600 -2.83500 -0.182
H 8.51900 -12.10500 -4.22600 -0.082
H 7.71300 -11.56100 -5.56500 0.582
H 6.53700 -12.94400 -4.03300 0.232
C 11.54800 -13.28600 0.48900 -0.409
C 12.02700 -14.48500 -0.27000 -0.169
O 12.84800 -14.05000 -1.36900 -0.554
H 10.95200 -13.65800 1.25900 0.290
H 11.05300 -12.49700 -0.06400 0.020
H 12.39300 -12.69500 0.85400 0.265
H 11.21200 -14.94300 -0.87000 -0.019
H 12.56800 -15.26900 0.29600 0.390
H 13.23900 -14.76100 -1.83300 0.299
C 9.08900 -14.65300 -2.41800 0.008
O 7.95400 -14.09500 -1.83200 -0.207
N 10.02200 -13.87700 -2.98500 -0.025
N 9.19500 -15.86000 -2.79100 -0.316
H 9.89500 -12.93700 -2.66000 -0.151
H 10.93000 -14.25600 -3.22700 0.303
H 8.41800 -16.45000 -2.46300 0.327
H 10.08400 -16.27500 -3.02200 0.203
C 11.12900 -10.83300 -3.05000 -0.080
O 10.08300 -11.38500 -2.32700 -0.754
N 11.22300 -9.53800 -3.25300 -0.339
N 12.01000 -11.42600 -3.64800 -0.335
H 10.57600 -8.83000 -2.76000 0.316
H 11.91000 -9.19100 -3.86900 0.138
H 12.00800 -12.44200 -3.43100 0.152
H 13.02500 -11.08500 -3.78400 0.334
C 7.68100 -7.89300 0.23800 0.303
O 7.69100 -6.58600 0.65900 -0.831
N 6.69900 -8.40300 -0.43900 0.172
N 8.71300 -8.73000 0.33400 0.111
H 5.81400 -7.92900 -0.48600 0.125
H 6.67200 -9.45900 -0.71000 -0.148
H 9.41200 -8.25100 0.88700 0.164
H 8.66700 -9.82800 0.16500 -0.042
C 11.27200 -10.75000 3.04700 0.168
O 10.22500 -11.30600 2.26100 -0.235
N 12.19400 -11.33400 3.69900 -0.413
N 11.62100 -9.48800 3.03600 -0.424
H 12.19300 -12.39500 3.73900 0.320
H 13.11100 -10.87100 3.87200 0.165
H 10.99100 -8.85500 2.48500 0.164
H 12.51200 -9.03000 3.36700 0.209
C 7.41200 -11.80500 0.37200 -1.931
O 6.93700 -11.96400 1.63900 0.935
N 6.64800 -11.42700 -0.59200 3.124
N 8.63500 -11.74300 -0.00900 2.328
H 5.66100 -11.40300 -0.24600 -0.955
H 6.81200 -11.72200 -1.53400 -0.929
H 9.36900 -12.01100 0.69900 -0.610
H 9.00700 -11.47200 -0.96500 -0.375
C 8.69500 -13.60400 4.47300 0.654
O 9.78100 -13.75200 3.72700 -0.682
N 7.56500 -13.33400 3.91500 0.133
N 8.68500 -13.59900 5.75200 -0.278
H 7.55700 -13.24700 2.88900 -0.366
H 6.64400 -13.14300 4.36100 0.076
H 9.54000 -13.72700 6.27600 0.226
H 7.86200 -13.39500 6.33300 0.144
C 3.92900 -10.20200 0.26700 0.576
O 3.98500 -9.44200 1.50600 -0.795
N 4.07500 -11.51400 0.18400 0.016
N 3.78300 -9.70900 -0.91000 -0.189
H 4.01000 -11.96500 1.11300 -0.088
H 3.98700 -12.00800 -0.72300 0.402
H 3.94900 -8.67100 -0.84700 0.312
H 4.01400 -10.07900 -1.77400 0.245
C 4.51900 -12.31600 3.53800 0.246
O 3.70400 -12.65800 2.48800 -0.902
N 4.95600 -13.15400 4.43500 -0.353
N 4.89900 -11.09600 3.70600 -0.239
H 4.61200 -14.08300 4.30600 0.209
H 5.31300 -13.01500 5.41000 0.391
H 4.60600 -10.55500 2.85900 0.029
H 5.85500 -10.67700 3.89600 0.270
C 5.48800 -14.92800 1.21700 0.245
O 4.10000 -15.15100 1.22100 -0.655
H 5.87300 -14.85500 2.28800 0.060
H 5.68300 -14.00600 0.70000 -0.412
H 5.91300 -15.78200 0.68400 0.394
H 3.69000 -14.47000 1.76200 0.413
C 4.64800 -14.19800 -2.40400 -0.628
O 4.46900 -12.82500 -2.26100 -0.467
H 4.36300 -14.67500 -1.48800 0.343
H 5.69300 -14.41500 -2.53700 0.132
H 4.00400 -14.51300 -3.31200 0.185
H 4.95200 -12.44700 -3.00000 0.347
C 4.29900 -8.90700 -4.51900 -0.860
O 4.55400 -9.99600 -3.64200 -0.544
H 4.13000 -8.00600 -3.82500 0.303
H 3.46000 -8.91000 -5.23700 0.267
H 5.14300 -8.64500 -5.16900 0.314
H 5.44700 -10.35300 -3.77600 0.264
```

Properties
orbital gap	7.8	eV
ΔE to the lowest compared entry with this formula, charge and spin	259.1	kJ/mol